(1)
A single C4H9N3 molecule in a non-equilibrium geometry, computed with ωB97M-V/def2-TZVPD.

Atoms and positions in Å:
C  0.00221  1.88379  1.12935
C  -0.40885  0.61837  0.43786
C  -1.39314  0.30360  -0.44162
N  -1.12652  -0.99165  -0.73272
N  -0.53330  -1.22235  -1.99498
C  0.13929  -0.74211  0.51405
N  1.48612  -0.93292  0.19602
H  0.82682  2.36285  0.58861
H  -0.81901  2.60379  1.14109
H  0.35636  1.69489  2.14586
H  -2.27738  0.87020  -0.73832
H  -0.40634  -2.22537  -2.09511
H  0.40349  -0.80145  -2.02417
H  -0.26381  -1.42455  1.25765
H  1.88741  -1.84321  0.36981
H  2.12665  -0.15390  0.24663

Computed properties:
Largest force on an atom   0.072 Eh/bohr
Relative energy (zero: lowest compared OMol25 entry of this formula, charge and spin)   329.0 kJ/mol
HOMO level   -0.282 Ha
E_LUMO   0.033 Eh
Total energy   -8761.115 eV

Löwdin atomic charge list, values in e, 2 entries:
1 C -0.06
2 C -0.26

(2)
A single C19H26N2 molecule in a non-equilibrium geometry, computed with ωB97M-V/def2-TZVPD.

Atoms and positions in Å:
C  -3.89684  -3.02364  0.21354
C  -3.28898  -1.80885  0.90502
C  -4.12079  -0.53722  0.73269
C  -4.29443  -0.06881  -0.71411
C  -2.98936  0.20059  -1.46423
C  -2.13469  1.28272  -0.81021
C  -0.89462  1.61059  -1.63696
C  0.05689  2.53886  -0.86776
C  0.71100  1.79634  0.26044
N  0.20047  1.85603  1.42556
C  0.74710  1.06765  2.50304
C  2.26054  0.79357  2.45554
C  2.64312  0.49465  1.04472
C  1.89176  1.00106  0.00804
N  2.46670  0.65386  -1.19162
C  3.58822  -0.08068  -0.94020
C  4.49576  -0.66073  -1.81776
C  5.55991  -1.34815  -1.27637
C  5.72552  -1.46371  0.10830
C  4.83201  -0.89691  0.98625
C  3.74189  -0.19331  0.46911
H  -4.92073  -3.17830  0.54780
H  -3.32230  -3.91793  0.44567
H  -3.90312  -2.89721  -0.86602
H  -2.27773  -1.64324  0.52981
H  -3.20671  -2.01682  1.97495
H  -5.11521  -0.71204  1.15214
H  -3.65904  0.26235  1.31479
H  -4.88628  0.85012  -0.70200
H  -4.86779  -0.81499  -1.26802
H  -2.41069  -0.72199  -1.54133
H  -3.23846  0.51207  -2.48296
H  -1.81313  0.95990  0.18001
H  -2.73075  2.18890  -0.68338
H  -0.37693  0.68116  -1.89128
H  -1.19122  2.09256  -2.57185
H  0.82228  2.93394  -1.54004
H  -0.51361  3.37114  -0.45583
H  0.20417  0.11216  2.49208
H  0.48299  1.58133  3.43139
H  2.81418  1.67599  2.79826
H  2.50825  -0.03339  3.12273
H  2.10675  0.88178  -2.10233
H  4.36998  -0.57208  -2.88717
H  6.28431  -1.80877  -1.93173
H  6.57580  -2.01155  0.48725
H  4.96378  -0.98900  2.05404

Computed properties:
Largest force on an atom   0.023 Eh/bohr
Relative energy (zero: lowest compared OMol25 entry of this formula, charge and spin)   7.3 kJ/mol
HOMO level   -0.285 Ha
E_LUMO   0.021 Eh
Total energy   -23105.853 eV

Löwdin atomic charge list, values in e, 2 entries:
1 C -0.11
2 C -0.27

(3)
A gas-phase ion, C25H46N (charge +1), computed with ωB97M-V/def2-TZVPD.

Atoms and positions in Å:
C  -1.51452  -6.17270  -0.75775
C  -2.52398  -5.14408  -0.26324
C  -1.89196  -3.76470  -0.09033
C  -2.90380  -2.72450  0.38616
C  -2.26956  -1.36040  0.64945
C  -3.30473  -0.31114  1.04825
C  -2.66174  1.01307  1.45976
C  -3.69738  2.13267  1.59173
C  -4.13654  2.71404  0.23885
C  -3.54557  4.09548  -0.05547
C  -2.01898  4.14945  -0.12752
C  -1.43885  3.45002  -1.35634
C  0.08676  3.56049  -1.41637
C  0.80884  2.63418  -0.43245
C  0.96722  1.21369  -0.98701
C  1.50817  0.29364  0.10593
N  2.08959  -1.00470  -0.35105
C  2.30524  -1.84896  0.83797
C  1.16131  -1.70310  -1.25637
C  3.39559  -0.80207  -1.06841
C  4.45903  -0.11620  -0.25131
C  4.60280  1.26717  -0.30300
C  5.59003  1.89803  0.43329
C  6.44937  1.15362  1.22391
C  6.32742  -0.22532  1.26497
C  5.34000  -0.85773  0.53014
H  -1.10801  -5.87950  -1.72393
H  -0.69170  -6.27464  -0.05256
H  -1.98798  -7.14393  -0.86938
H  -2.93798  -5.47192  0.69172
H  -3.34824  -5.07331  -0.97490
H  -1.07409  -3.83822  0.63401
H  -1.46973  -3.45065  -1.05028
H  -3.37573  -3.07843  1.30407
H  -3.68714  -2.61640  -0.36593
H  -1.52595  -1.45575  1.44838
H  -1.75870  -1.01719  -0.25730
H  -3.98054  -0.14535  0.20783
H  -3.90223  -0.69056  1.87852
H  -1.91212  1.29934  0.71877
H  -2.14885  0.87583  2.41578
H  -3.28912  2.93401  2.20978
H  -4.56273  1.73280  2.12222
H  -5.22261  2.81621  0.22400
H  -3.87300  2.02544  -0.56517
H  -3.87560  4.78254  0.72671
H  -3.95633  4.45661  -1.00094
H  -1.71679  5.19872  -0.15919
H  -1.60095  3.72080  0.78427
H  -1.85812  3.91571  -2.24980
H  -1.73690  2.40034  -1.36817
H  0.43171  3.34058  -2.42921
H  0.36376  4.59236  -1.19668
H  1.79881  3.03866  -0.21257
H  0.25581  2.59939  0.50647
H  1.64129  1.25657  -1.84360
H  -0.00241  0.85984  -1.33852
H  2.29205  0.81516  0.66029
H  0.69548  0.06568  0.79909
H  2.76429  -2.79267  0.54905
H  1.35275  -2.06019  1.32083
H  2.95751  -1.34051  1.54550
H  0.19267  -1.82023  -0.77237
H  1.03291  -1.14357  -2.17979
H  1.54949  -2.69076  -1.49985
H  3.74840  -1.78900  -1.37560
H  3.19238  -0.21706  -1.96646
H  3.95640  1.85546  -0.93755
H  5.69322  2.97048  0.38115
H  7.22137  1.64510  1.79422
H  7.00705  -0.81202  1.86262
H  5.27247  -1.93574  0.55071

Computed properties:
Largest force on an atom   0.018 Eh/bohr
Relative energy (zero: lowest compared OMol25 entry of this formula, charge and spin)   6.0 kJ/mol
Net charge   +1
HOMO level   -0.468 Ha
E_LUMO   -0.080 Eh
Total energy   -28156.485 eV

Löwdin atomic charge list, values in e, 2 entries:
1 C -0.11
2 C -0.27

(4)
A single C3N2O molecule in a non-equilibrium geometry, computed with ωB97M-V/def2-TZVPD.

Atoms and positions in Å:
C  -0.46061  -0.10916  -0.20636
C  -0.51189  0.96306  1.71276
C  0.86758  -0.04915  -0.79292
O  -1.43163  -0.50487  -0.76141
N  -0.36260  -0.13932  1.33165
N  1.89915  -0.16056  -1.28372

Computed properties:
Largest force on an atom   0.057 Eh/bohr
Relative energy (zero: lowest compared OMol25 entry of this formula, charge and spin)   145.5 kJ/mol
HOMO level   -0.461 Ha
E_LUMO   -0.055 Eh
Total energy   -8135.150 eV

Löwdin atomic charge list, values in e, 2 entries:
1 C -0.43
2 C 0.09

- What is the HOMO level in the second record?
  -0.285 Ha